# 1
{
  "formula": "C35H37BF3NO3S",
  "method": "ωB97M-V/def2-TZVPD",
  "species": ["C", "C", "C", "C", "C", "B", "C", "C", "C", "C", "C", "F", "F", "F", "C", "C", "O", "C", "C", "C", "C", "C", "C", "O", "S", "H", "H", "H", "H", "H", "H", "H", "H", "H", "H", "H", "H", "H", "H", "H", "H", "H", "H", "H", "H", "H", "C", "O", "C", "C", "C", "C", "C", "C", "C", "C", "C", "C", "C", "C", "N", "C", "C", "C", "C", "H", "H", "H", "H", "H", "H", "H", "H", "H", "H", "H", "H", "H", "H", "H", "H"],
  "xyz": [[6.431459, -1.591659, 1.207410], [4.956782, -1.590637, 1.077927], [4.059313, -2.204995, 1.931616], [2.691137, -1.944578, 1.688353], [2.551570, -1.286326, 0.469823], [1.099030, 0.309974, 0.381420], [1.337894, -1.249955, -0.355184], [0.321879, -2.265034, -0.027954], [0.158267, -3.387294, -0.792257], [0.774429, -3.492334, -2.037775], [0.648016, -4.737192, -2.862868], [0.330319, -4.441276, -4.162123], [1.794330, -5.468231, -2.915448], [-0.327494, -5.572439, -2.413755], [1.460829, -2.395900, -2.551532], [1.628476, -1.258780, -1.809968], [0.520591, 0.459731, 1.615373], [1.281824, 1.504931, 2.288776], [0.315772, 2.509150, 2.883928], [2.040826, 0.862579, 3.432361], [2.224486, 2.116429, 1.145591], [1.906038, 3.543661, 0.774338], [3.697259, 2.078418, 1.472934], [1.964537, 1.289561, -0.028678], [4.108616, -0.660889, -0.099782], [6.705816, -2.115925, 2.124673], [6.947816, -2.092695, 0.378603], [6.816615, -0.564304, 1.285019], [4.418827, -2.847175, 2.716233], [1.871127, -2.282108, 2.330665], [-0.237123, -2.157379, 0.903324], [-0.447085, -4.221280, -0.442749], [1.886815, -2.474160, -3.551880], [2.065237, -0.372143, -2.280869], [0.830818, 3.059254, 3.680534], [-0.094895, 3.220680, 2.162095], [-0.521025, 1.974884, 3.338867], [2.568187, 1.622726, 4.023471], [1.332457, 0.372965, 4.107679], [2.748303, 0.091685, 3.120106], [2.038439, 4.165378, 1.664681], [2.620772, 3.891017, 0.022280], [0.892662, 3.657778, 0.385741], [3.887173, 2.818224, 2.257705], [4.057954, 1.102538, 1.808320], [4.281593, 2.354490, 0.587488], [-2.557548, 6.343169, 0.725668], [-2.042405, 5.707363, -0.458366], [-2.130722, 4.363145, -0.618944], [-2.767538, 3.492622, 0.295961], [-2.314821, 2.190392, 0.368579], [-1.530080, 1.638702, -0.665602], [-1.285274, 0.217865, -0.799365], [-2.406243, -0.645400, -0.841988], [-2.654808, -1.768647, -1.756979], [-2.039343, -2.271822, -2.894654], [-2.575582, -3.418181, -3.502146], [-3.719293, -4.058665, -2.996806], [-4.376709, -3.534025, -1.874863], [-3.859027, -2.375233, -1.333596], [-4.386456, -1.621105, -0.291271], [-5.656971, -1.834736, 0.381451], [-3.554723, -0.583115, -0.016536], [-0.997609, 2.512838, -1.646499], [-1.378626, 3.826448, -1.691847], [-2.279179, 7.390222, 0.596653], [-3.655194, 6.250759, 0.773268], [-2.095526, 5.958778, 1.650595], [-3.528870, 3.856024, 0.997084], [-2.637217, 1.533953, 1.179348], [-0.422182, -0.084738, -1.377949], [-1.134442, -1.805015, -3.280003], [-2.095928, -3.835432, -4.390712], [-4.087191, -4.967013, -3.472486], [-5.255379, -3.990795, -1.427820], [-5.908144, -2.899214, 0.354754], [-5.546963, -1.513753, 1.423052], [-6.467586, -1.240986, -0.069421], [-3.889198, 0.204060, 0.641965], [-0.374156, 2.114726, -2.449812], [-1.035729, 4.515441, -2.465226]],
  "forces_ev_per_a": [[0.574, 0.130, 0.031], [-1.288, -0.235, 0.729], [1.122, 0.581, 0.081], [0.257, 0.099, -1.561], [1.860, -0.836, 1.958], [-0.439, -1.465, -0.823], [-2.043, 2.106, -0.896], [-0.098, -1.081, 0.510], [-0.146, 0.294, 0.860], [0.127, -0.959, -0.707], [-0.245, 0.422, 0.185], [0.283, -0.308, 0.278], [-0.353, 0.086, -0.109], [0.485, 0.228, -0.174], [0.183, 0.078, -0.226], [0.142, 0.560, -0.325], [0.578, 0.473, -0.042], [0.095, 0.146, -0.270], [-0.257, 0.288, 0.140], [0.228, -0.260, 0.466], [-0.332, -0.069, -0.159], [-0.122, 0.375, 0.037], [0.544, -0.178, 0.280], [-0.502, 0.324, 0.604], [-0.605, -1.534, -0.108], [0.020, 0.044, -0.036], [-0.172, 0.168, 0.057], [0.009, -0.267, -0.065], [0.021, -0.021, 0.355], [0.321, -0.086, -0.615], [0.225, -0.127, -0.146], [-0.155, 0.339, -0.033], [-0.274, 0.265, 0.082], [0.153, -0.337, 0.314], [-0.180, 0.089, -0.178], [0.038, -0.226, 0.126], [0.086, -0.052, 0.018], [0.000, -0.171, -0.198], [-0.083, 0.104, -0.092], [-0.087, 0.220, -0.068], [-0.139, 0.124, -0.150], [-0.157, -0.092, 0.006], [0.072, 0.020, -0.010], [0.106, -0.101, -0.052], [-0.132, 0.288, 0.018], [-0.162, -0.002, 0.149], [-0.085, -0.275, -0.498], [-0.617, 0.354, 0.019], [0.136, -0.600, 0.256], [0.609, 1.072, 0.280], [-0.483, -0.892, -0.977], [0.808, 0.814, 0.743], [-0.730, 0.557, -1.164], [0.079, -0.391, 0.469], [-0.237, -0.174, 0.779], [0.219, -0.535, -0.262], [0.001, 0.306, -0.034], [-0.040, 0.282, 0.525], [0.122, -0.338, -0.648], [0.150, 0.207, 0.188], [0.418, 0.723, 0.352], [-0.011, 0.106, 0.110], [-0.213, -0.551, -0.915], [-0.616, -0.800, -0.323], [-0.009, 1.024, 0.887], [-0.150, -0.130, 0.106], [0.373, 0.048, 0.078], [-0.139, -0.100, -0.400], [0.684, 0.015, -0.054], [0.052, 0.374, -0.253], [-0.069, -0.057, -0.302], [-0.165, -0.153, 0.052], [-0.107, 0.210, 0.361], [0.095, 0.238, 0.134], [0.070, -0.048, -0.319], [-0.002, 0.290, 0.054], [-0.071, -0.186, -0.185], [0.276, -0.288, -0.031], [0.158, -0.328, 0.154], [-0.181, -0.014, 0.275], [0.117, -0.207, 0.304]],
  "lowdin_charge": [-0.11, -0.58, -0.14, -0.08, -0.41, -0.67, -0.32, -0.04, -0.04, -0.17, -0.55, 0.09, 0.12, 0.11, -0.05, -0.06, 0.14, -0.41, -0.01, -0.01, -0.42, -0.01, -0.05, 0.10, 1.15, 0.08, 0.08, 0.08, 0.10, 0.13, 0.12, 0.13, 0.13, 0.12, 0.10, 0.07, 0.10, 0.10, 0.10, 0.07, 0.10, 0.10, 0.08, 0.10, 0.05, 0.10, -0.06, -0.09, -0.27, -0.01, -0.05, -0.21, 0.03, -0.10, -0.10, -0.01, -0.07, -0.07, -0.01, -0.18, -0.08, 0.00, 0.04, -0.02, -0.01, 0.09, 0.09, 0.10, 0.11, 0.11, 0.08, 0.12, 0.10, 0.10, 0.10, 0.09, 0.10, 0.10, 0.12, 0.13, 0.12],
  "relative_energy_ev": 4.2033,
  "homo_lumo_gap_ev": 3.79,
  "mol_weight_g_mol": 619.6
}

# 2
{
  "formula": "C2H8KN4O2",
  "method": "ωB97M-V/def2-TZVPD",
  "species": ["K", "C", "O", "N", "N", "H", "H", "H", "H", "C", "O", "N", "N", "H", "H", "H", "H"],
  "xyz": [[-0.808762, 0.202361, -0.651659], [-1.320943, 2.274025, 0.176041], [-2.261132, 1.500053, 0.158009], [-0.735806, 2.696145, 1.278064], [-0.804047, 2.769193, -0.837532], [-0.939241, 2.217854, 2.144057], [0.236321, 2.956301, 1.192040], [-1.409483, 2.692674, -1.642322], [0.077882, 3.254618, -0.755785], [0.611237, -2.245685, -0.217783], [-0.277399, -1.375304, -0.446265], [0.516034, -3.504395, -0.394653], [1.773882, -1.915236, 0.337270], [-0.349614, -3.803348, -0.820528], [1.268884, -4.175001, -0.334831], [2.517929, -2.549628, 0.084204], [1.904258, -0.994628, 0.731673]],
  "forces_ev_per_a": [[-3.672, 13.128, -5.087], [-3.911, -0.103, 5.142], [-3.126, 1.643, 1.349], [1.799, -0.106, 3.527], [2.381, 2.469, -6.562], [-0.195, 0.059, -0.084], [-0.149, 0.380, 0.358], [0.778, 0.525, -0.577], [-0.552, 0.427, -0.859], [0.099, 2.301, 1.118], [6.376, -17.861, 2.822], [-1.974, -3.871, -1.879], [1.215, 0.838, 0.187], [0.206, -0.365, -0.072], [-0.194, 0.196, 0.218], [0.475, 0.688, 0.744], [0.443, -0.348, -0.344]],
  "lowdin_charge": [1.20, -0.93, -0.09, 0.20, 0.16, 0.13, 0.12, 0.15, 0.15, -0.64, -0.41, 0.22, 0.19, 0.15, 0.14, 0.13, 0.13],
  "charge": 1,
  "relative_energy_ev": 7.2589,
  "homo_lumo_gap_ev": 10.28,
  "mol_weight_g_mol": 159.2
}

# 3
{
  "formula": "C34H27BrIO4PPd",
  "method": "ωB97M-V/def2-TZVPD",
  "species": ["Pd", "C", "O", "C", "C", "C", "C", "C", "C", "O", "C", "O", "C", "H", "H", "H", "H", "H", "H", "H", "H", "H", "O", "C", "C", "C", "C", "C", "C", "C", "P", "C", "C", "C", "C", "C", "C", "C", "C", "C", "C", "C", "C", "H", "H", "H", "H", "H", "H", "H", "H", "H", "H", "H", "H", "H", "H", "Br", "C", "C", "C", "C", "C", "C", "I", "H", "H", "H", "H"],
  "xyz": [[-0.227866, 0.482571, -0.552628], [3.588592, -5.051703, -1.520952], [4.625858, -4.225102, -1.063841], [4.247298, -2.943313, -0.648280], [5.095043, -2.304150, 0.242637], [4.736375, -1.020872, 0.657973], [3.593201, -0.353521, 0.243549], [3.295200, 1.014628, 0.707604], [4.432943, 1.962303, 0.951335], [1.607109, 2.731397, 1.086576], [2.740601, -1.000358, -0.732859], [1.730166, -0.446271, -1.293218], [3.107663, -2.322189, -1.118625], [3.979234, -6.071547, -1.532398], [3.266870, -4.791109, -2.536748], [2.714265, -4.996246, -0.864504], [5.987401, -2.798697, 0.605025], [5.387108, -0.524253, 1.371853], [5.105080, 1.597955, 1.740194], [4.072762, 2.936053, 1.286498], [5.067499, 2.108230, 0.065066], [2.455205, -2.797800, -1.839917], [1.050612, 0.510312, 1.241442], [1.997401, 1.296604, 1.014720], [1.378032, 3.361264, -0.091886], [2.449005, 3.812089, -0.872355], [2.234291, 4.543748, -2.025774], [0.942306, 4.846095, -2.435643], [-0.121471, 4.369779, -1.689964], [0.066943, 3.610457, -0.534085], [-1.352714, 2.821951, 0.307342], [-1.989097, 1.674230, -0.959200], [-3.236063, 1.034616, -0.692412], [-3.806582, 0.164605, -1.577882], [-3.147813, -0.151213, -2.794688], [-1.942733, 0.425140, -3.083124], [-1.315263, 1.328499, -2.178731], [-2.566636, 4.247947, 0.174313], [-2.506031, 5.243568, 1.149933], [-3.391014, 6.308933, 1.150641], [-4.380870, 6.392901, 0.178449], [-4.465059, 5.403611, -0.790553], [-3.563940, 4.346318, -0.792357], [3.449526, 3.565779, -0.558142], [3.086657, 4.877511, -2.607686], [0.765129, 5.425659, -3.333975], [-1.135075, 4.569433, -2.019482], [-3.735419, 1.245146, 0.249078], [-4.752610, -0.306710, -1.336712], [-3.594988, -0.862336, -3.479777], [-1.425153, 0.184235, -4.005182], [-0.504644, 1.947619, -2.552640], [-1.746158, 5.175729, 1.922482], [-3.315179, 7.073891, 1.915845], [-5.082295, 7.219584, 0.181053], [-5.233705, 5.453597, -1.554246], [-3.637794, 3.579122, -1.555551], [-4.331232, -2.746620, 1.717850], [-3.956976, -3.743444, 0.148681], [-4.905885, -4.679836, -0.242061], [-4.704180, -5.436103, -1.381526], [-3.547426, -5.245359, -2.128725], [-2.613163, -4.309059, -1.729771], [-2.788237, -3.528310, -0.576955], [-1.331674, -2.072412, -0.132759], [-5.800704, -4.804083, 0.353038], [-5.449176, -6.160420, -1.686843], [-3.371333, -5.823469, -3.027674], [-1.717714, -4.155103, -2.317342]],
  "forces_ev_per_a": [[0.283, 0.402, -0.532], [-0.015, 0.017, -0.077], [0.012, 0.065, 0.156], [0.013, -0.119, -0.104], [0.004, 0.013, -0.035], [0.061, -0.027, 0.062], [-0.040, -0.003, -0.037], [-0.150, 0.033, 0.059], [0.050, 0.091, 0.022], [0.008, -0.026, 0.076], [0.069, 0.004, 0.079], [-0.121, -0.025, -0.036], [-0.011, -0.034, -0.018], [-0.011, 0.005, 0.004], [-0.005, 0.009, 0.019], [0.008, -0.028, -0.001], [0.007, -0.013, -0.003], [0.007, 0.007, 0.011], [0.000, -0.036, 0.009], [-0.010, -0.028, 0.011], [-0.017, 0.008, -0.026], [-0.007, -0.008, -0.006], [-0.295, -0.013, 0.162], [0.222, 0.030, -0.170], [0.038, -0.028, -0.053], [-0.037, -0.006, 0.053], [0.051, -0.004, 0.006], [-0.006, 0.010, 0.000], [-0.048, 0.033, 0.001], [0.107, -0.021, -0.107], [-0.439, 0.149, 0.326], [0.356, -0.207, 0.263], [-0.083, -0.069, 0.032], [0.030, 0.029, -0.035], [0.011, 0.049, 0.034], [-0.077, -0.046, -0.028], [0.061, 0.020, 0.103], [0.166, 0.025, -0.119], [0.047, 0.003, 0.034], [-0.028, 0.051, 0.021], [-0.030, 0.026, -0.016], [-0.036, 0.022, -0.006], [-0.016, -0.051, -0.031], [0.021, 0.022, -0.018], [-0.010, 0.005, -0.009], [0.000, 0.002, -0.009], [0.008, -0.001, -0.013], [0.008, -0.004, 0.002], [-0.010, -0.012, 0.003], [0.000, -0.007, -0.014], [-0.018, -0.007, -0.005], [-0.056, -0.019, -0.046], [0.013, -0.017, -0.007], [-0.006, 0.001, -0.003], [0.002, -0.002, -0.002], [-0.003, 0.014, 0.006], [0.002, -0.004, 0.002], [-0.016, 0.048, 0.080], [0.135, 0.086, -0.092], [-0.040, 0.002, 0.035], [0.011, -0.019, -0.071], [-0.050, -0.028, 0.006], [0.066, 0.192, 0.164], [-0.108, -0.364, -0.090], [-0.096, -0.175, -0.015], [-0.005, -0.007, 0.005], [0.007, -0.010, 0.001], [-0.017, -0.016, -0.001], [0.031, 0.009, -0.010]],
  "nbo_charge": [0.43, -0.24, -0.53, 0.27, -0.39, -0.18, -0.14, -0.30, -0.61, -0.60, 0.42, -0.82, -0.39, 0.16, 0.16, 0.18, 0.19, 0.18, 0.18, 0.21, 0.18, 0.20, -0.76, 0.66, 0.44, -0.29, -0.21, -0.29, -0.14, -0.45, 0.86, -0.47, -0.20, -0.27, -0.28, -0.20, -0.28, -0.20, -0.25, -0.21, -0.25, -0.22, -0.26, 0.23, 0.19, 0.19, 0.20, 0.21, 0.20, 0.19, 0.20, 0.22, 0.21, 0.19, 0.19, 0.20, 0.23, 0.04, -0.12, -0.24, -0.24, -0.23, -0.22, -0.23, 0.29, 0.21, 0.20, 0.20, 0.23],
  "charge": -2,
  "relative_energy_ev": 0.9536,
  "homo_lumo_gap_ev": 4.31,
  "mol_weight_g_mol": 843.8
}